Version w
Density functional theory data (ωB97M-V/def2-TZVPD) for a single C7H9ClO molecule.

Each line ends with the Mulliken charge.
Atoms and positions in Å:
C: -0.05842 -1.65499 -1.16499  -1.69
C: -0.31725 -0.28312 -0.61083  1.26
O: -0.01748 0.59391 -1.64243  -0.59
C: -1.74342 -0.13546 -0.24027  -1.16
C: -2.88449 0.06543 0.13653  0.71
Cl: -4.58100 0.34294 0.50423  -0.14
C: 0.54585 -0.04464 0.68550  -0.26
C: 1.96252 0.55072 0.67773  -0.47
C: 0.81206 1.35180 1.28706  -0.72
H: 0.99967 -1.81208 -1.30076  0.38
H: -0.45156 -2.43269 -0.51259  0.35
H: -0.50042 -1.74703 -2.14990  0.42
H: -0.37019 1.45475 -1.33344  0.41
H: 0.41323 -0.81595 1.44539  0.51
H: 2.36109 0.87449 -0.25477  0.26
H: 2.69022 0.03992 1.32171  0.25
H: 0.39451 2.22039 0.77694  0.23
H: 0.74507 1.43160 2.37492  0.25

The spin multiplicity is 1. Its SMILES is C[C@@](O)(C#CCl)C1CC1. The HOMO-LUMO gap comes out at 10.5222 eV. As for the lowest unoccupied orbital energy: 0.024 Eh.

=====

Version x
Density functional theory data (ωB97M-V/def2-TZVPD) for C7H9ClO as an isolated structure.

Each line ends with the Mulliken charge.
Atoms and positions in Å:
C: 1.19640 -1.56110 0.25183  -0.64
C: 1.04853 -1.03110 -0.96701  -0.24
C: 0.79174 -0.68981 1.33391  0.36
C: 0.27433 0.21269 -1.07543  -0.13
C: 0.35525 0.70557 0.78265  0.83
C: -1.13318 -0.19755 -1.44865  -1.28
C: -0.87034 1.32807 1.27788  -1.39
O: 0.83093 -0.97262 2.51558  -0.58
Cl: 1.69893 1.84722 0.81003  -0.20
H: 1.64344 -2.46355 0.52523  0.50
H: 1.34866 -1.67647 -1.92375  0.29
H: 0.72896 0.92551 -1.76772  0.41
H: -1.60910 0.72547 -1.82336  0.29
H: -1.60642 -0.70836 -0.61064  0.34
H: -1.26725 -0.92181 -2.22095  0.45
H: -0.66493 1.88322 2.19158  0.46
H: -1.59768 0.51575 1.68890  0.25
H: -1.16830 2.07889 0.45993  0.29

The spin multiplicity is 1. The HOMO-LUMO gap comes out at 9.5582 eV. As for the lowest unoccupied orbital energy: 0.008 Eh.

=====

Stability check: which of them is most stable? version x.

=====

Version w
Density functional theory data (ωB97M-V/def2-TZVPD) for an isolated ion of composition C9H12N3O and charge +1.

Each line ends with the Mulliken charge.
Atoms and positions in Å:
O: -4.92809 -0.27706 -0.06255  -0.53
C: -3.57242 -0.07002 -0.01914  0.83
C: -2.79863 -1.14569 0.29932  -0.68
C: -1.41048 -1.13098 0.16956  -0.25
C: -0.84163 0.14171 0.07792  0.38
N: 0.55926 0.35096 0.14426  -0.22
C: 1.47803 -0.21401 -0.81152  -0.15
N: 2.73734 0.52784 -0.93157  -0.14
C: 3.65112 -0.16704 0.11597  -0.42
C: 2.56082 -0.49799 1.24260  -0.62
N: 1.33543 -0.86692 0.49043  -0.33
C: -1.65621 1.31526 0.03161  -0.77
C: -2.99744 1.16405 -0.16095  -0.31
H: -5.37729 0.62115 -0.19851  0.31
H: -3.40845 -2.05747 0.44692  0.34
H: -0.74894 -2.03492 0.25325  0.36
H: 1.02929 -0.61397 -1.62358  0.58
H: 2.62867 1.54764 -0.86512  0.38
H: 3.10637 0.60873 -1.89421  0.37
H: 4.55735 0.51162 0.36044  0.36
H: 3.84154 -1.16646 -0.28786  0.32
H: 2.85253 -1.32784 1.92263  0.30
H: 2.14106 0.26918 1.76043  0.46
H: -1.14817 2.39669 -0.03778  0.23
H: -3.59103 2.11554 -0.42253  0.21

The spin multiplicity is 1. Its SMILES is Oc1ccc(N2[C@H]3[NH2+]CCN32)cc1. The total charge is +1. The HOMO-LUMO gap comes out at 7.9524 eV. As for the lowest unoccupied orbital energy: -0.127 Eh.

=====

Version x
Density functional theory data (ωB97M-V/def2-TZVPD) for an isolated ion of composition C9H12N3O and charge +1.

Each line ends with the Mulliken charge.
Atoms and positions in Å:
C: 1.41575 -1.20968 1.65947  -0.59
O: 1.80094 -1.21091 0.24561  -0.48
C: 1.16725 -0.34211 -0.58744  0.95
N: 1.47268 -0.71799 -1.92063  -0.54
N: 1.67806 1.16417 -0.41324  -0.18
C: 0.95046 2.23124 -0.17118  -0.14
N: -0.35605 2.17980 0.03154  -0.02
C: -1.01110 0.97226 -0.07129  0.89
C: -2.40608 1.05785 -0.09159  -0.89
C: -3.11601 -0.13973 0.02559  -0.55
C: -2.44875 -1.32441 -0.21501  -0.24
C: -1.09793 -1.38137 -0.52853  -0.84
C: -0.33972 -0.22973 -0.32972  -0.33
H: 2.15803 -1.96797 2.02042  0.31
H: 0.33511 -1.40265 1.60414  0.29
H: 1.41228 -0.14367 1.89829  0.28
H: 1.48072 -0.02083 -2.62870  0.24
H: 2.28119 -1.34142 -2.01144  0.25
H: 2.67271 1.10596 -0.36821  0.25
H: 1.54427 3.11623 -0.11959  0.41
H: -0.90267 3.02576 -0.08324  0.29
H: -2.83291 1.97568 -0.03640  0.45
H: -4.20900 -0.34597 0.12032  0.33
H: -3.06360 -2.30739 -0.26720  0.30
H: -0.67791 -2.25615 -0.79709  0.54

The spin multiplicity is 1. Its SMILES is CO[C@]1(N)[NH+]=CNc2ccccc21. The total charge is +1. The HOMO-LUMO gap comes out at 9.2954 eV. As for the lowest unoccupied orbital energy: -0.128 Eh.

=====

Stability check: which of them is most stable? version x.

=====

Version w
Density functional theory data (ωB97M-V/def2-TZVPD) for a 3-piece molecular cluster, C5H11NO2 overall.

Each line ends with the Mulliken charge.
Atoms and positions in Å:
C: 0.13883 -2.38507 -0.55449  0.09
N: 0.67634 -1.71657 0.48200  -0.48
C: -0.14936 -0.74976 1.10495  0.62
C: 0.49286 -0.05516 2.28495  -1.22
C: 0.69759 1.31765 -1.84210  -0.23
C: -0.43905 0.61986 -2.01513  -0.82
O: -0.89355 2.00788 0.40540  -0.95
O: -1.05419 -2.54137 -0.82081  -0.51
H: 0.83925 -2.91381 -1.22913  0.40
H: -0.33058 0.08145 0.36646  -0.32
H: -1.15538 -1.13540 1.30767  0.30
H: 1.25600 0.63133 1.91892  0.28
H: 1.11434 -0.69586 2.92300  0.39
H: -0.26463 0.51754 2.81038  0.29
H: 0.80344 1.76037 -0.85784  0.18
H: 1.38243 1.44134 -2.67907  0.28
H: -1.28209 1.00618 -1.45044  0.34
H: -0.56068 -0.02066 -2.88708  0.32
H: -1.27156 2.83005 0.73236  0.04

The spin multiplicity is 2. The total charge is -1. The HOMO-LUMO gap (spin up / spin down) comes out at 7.2525 / 4.8355 eV. As for the lowest unoccupied orbital energy (spin up / spin down): 0.146 / 0.062 Eh.

=====

Version x
Density functional theory data (ωB97M-V/def2-TZVPD) for a 2-piece molecular cluster, C5H11NO2 overall.

Each line ends with the Mulliken charge.
Atoms and positions in Å:
O: 1.65594 2.53637 -0.11655  -0.63
C: 1.47397 1.50239 -0.82754  -0.61
C: 0.19779 0.69586 -0.79983  0.10
C: 0.15356 0.06253 0.68363  -1.15
C: -0.92860 -0.96676 0.76666  0.12
C: -1.97191 -0.63081 1.51476  -0.77
N: -1.04146 1.45812 -0.92016  -0.58
H: 2.28395 1.07097 -1.42670  0.32
H: 0.30819 -0.08305 -1.59142  0.29
H: -0.07731 0.94138 1.28129  0.41
H: 1.23470 -0.10297 1.00866  0.49
H: -0.72448 -1.92829 0.25236  -0.05
H: -2.68520 -1.47392 1.36829  0.21
H: -2.24080 0.26900 2.00526  0.34
H: -1.07387 2.14385 -0.18511  0.23
H: -1.23305 1.91947 -1.80053  0.38
H: 1.07664 -3.03723 -0.42549  0.34
H: 1.66235 -1.75130 -0.56647  0.30
O: 1.92958 -2.62562 -0.22111  -0.74

The spin multiplicity is 2. The total charge is -1. The HOMO-LUMO gap (spin up / spin down) comes out at 3.4659 / 7.0098 eV. As for the lowest unoccupied orbital energy (spin up / spin down): 0.135 / 0.132 Eh.

=====

Version y
Density functional theory data (ωB97M-V/def2-TZVPD) for an isolated ion of composition C5H11NO2 and charge -1.

Each line ends with the Mulliken charge.
Atoms and positions in Å:
C: 2.44074 1.31153 -0.25168  -1.37
C: 1.31459 0.46008 -0.68786  0.43
N: 0.38535 0.20014 0.42004  -0.20
C: 0.54586 -1.24691 0.65138  -0.93
C: -0.92220 0.55630 -0.11215  -0.26
C: -2.12145 0.14599 0.76798  -0.78
O: -2.47652 -1.23772 0.81182  -0.49
O: 1.16833 -0.04953 -1.86289  -0.80
H: 3.08499 1.66234 -1.01666  0.41
H: 3.14897 0.77987 0.45480  0.19
H: 2.20683 2.08999 0.50351  0.26
H: 1.14913 -1.71111 -0.12758  0.33
H: 1.00326 -1.34758 1.60664  0.23
H: -0.41760 -1.75081 0.66823  0.35
H: -0.93091 1.60509 -0.37290  0.41
H: -1.15268 -0.09095 -0.95427  0.25
H: -1.86550 0.37115 1.79919  0.31
H: -2.92864 0.74360 0.41445  0.37
H: -2.96728 -1.48912 0.05772  0.28

The spin multiplicity is 2. The total charge is -1. The HOMO-LUMO gap (spin up / spin down) comes out at 2.8821 / 6.9881 eV. As for the lowest unoccupied orbital energy (spin up / spin down): 0.130 / 0.128 Eh.

=====

Stability check: which of them is most stable? version y.

=====

Version w
Density functional theory data (ωB97M-V/def2-TZVPD) for a single C6H11N3 molecule.

Each line ends with the Mulliken charge.
Atoms and positions in Å:
C: 1.28294 -1.90596 0.20381  -0.31
C: 1.55679 0.40732 -0.21451  -0.18
C: -0.71003 -1.10752 -0.80693  -0.06
C: 2.48175 1.58764 -0.18111  -0.87
C: -1.85873 -0.12083 1.21792  -1.04
C: -2.54400 0.49883 -1.06314  -1.10
N: 0.08559 -1.89782 -0.27852  -0.14
N: 2.11161 -0.72727 0.07342  -0.14
N: -1.68356 -0.41153 -0.18356  0.06
H: 1.78095 -2.77448 0.47354  0.48
H: 3.52291 1.44500 0.10618  0.31
H: 2.37320 1.94173 -1.24180  0.23
H: 2.05693 2.35254 0.52767  0.23
H: -1.63174 0.79310 1.51826  0.40
H: -2.80441 -0.35776 1.57077  0.39
H: -1.11460 -0.84061 1.69490  0.31
H: -3.44948 0.10103 -1.34203  0.33
H: -2.68890 1.36163 -0.51446  0.36
H: -1.96004 0.66728 -1.92012  0.42
H: 3.19283 -1.01233 0.35971  0.34

The spin multiplicity is 1. The HOMO-LUMO gap comes out at 8.3216 eV. As for the lowest unoccupied orbital energy: 0.037 Eh.

=====

Version x
Density functional theory data (ωB97M-V/def2-TZVPD) for a single C6H11N3 molecule.

Each line ends with the Mulliken charge.
Atoms and positions in Å:
C: 2.86450 0.36795 0.17178  -1.16
C: 1.59903 -0.13991 -0.09079  0.66
C: 1.35819 -1.57235 0.14621  -0.51
N: -0.13973 -1.87057 -0.16154  -0.57
C: -0.60914 -0.73812 -0.30840  0.39
C: -2.17030 -0.56546 -0.45787  -0.32
C: -2.61015 0.41802 0.56747  -1.02
N: 0.35247 0.35429 -0.25902  0.31
N: 0.18221 1.80387 -0.36958  -0.86
H: 3.78490 -0.28591 0.20168  0.25
H: 3.10804 1.42050 0.23375  0.25
H: 1.85449 -2.17555 -0.72713  0.31
H: 1.62798 -1.83489 1.16534  0.30
H: -2.16225 -0.05223 -1.47629  0.19
H: -2.61755 -1.59056 -0.58280  0.26
H: -2.37195 0.12656 1.65967  0.26
H: -3.67959 0.60383 0.54768  0.34
H: -2.12776 1.47025 0.52379  0.27
H: 0.77718 2.10063 -1.23163  0.33
H: 0.97943 2.15963 0.44769  0.29

The spin multiplicity is 1. Its SMILES is C=C1CN=C(CC)N1N. The HOMO-LUMO gap comes out at 8.8427 eV. As for the lowest unoccupied orbital energy: 0.030 Eh.

=====

Version y
Density functional theory data (ωB97M-V/def2-TZVPD) for a single C6H11N3 molecule.

Each line ends with the Mulliken charge.
Atoms and positions in Å:
C: -0.75955 -2.23726 0.08742  -1.24
C: 0.12817 -1.70779 -1.00804  0.11
C: 0.13057 -0.27751 -1.31032  0.00
C: -0.58793 0.80832 -0.54299  -1.20
C: 0.43324 1.46420 0.38700  0.73
N: -0.28196 2.36896 1.28998  -0.74
C: 1.17786 0.41683 1.13565  -0.29
N: 1.51588 -0.68358 0.62607  -0.52
N: 1.29459 -0.91788 -0.72997  -0.29
H: -0.39655 -3.18262 0.49599  0.34
H: -0.86319 -1.53569 0.91598  0.35
H: -1.74152 -2.42683 -0.41516  0.29
H: 0.19200 -2.38484 -1.87709  0.39
H: 0.28752 -0.05448 -2.39142  0.37
H: -1.00309 1.43718 -1.33057  0.44
H: -1.48371 0.47065 0.03464  0.32
H: 1.20969 2.01441 -0.23472  0.16
H: 0.33514 2.93950 1.87047  0.24
H: -0.88274 2.95961 0.75904  0.21
H: 1.29556 0.52882 2.23804  0.33

The spin multiplicity is 1. Its SMILES is C[C@H]1[C@H]2C[C@@H](N)C=NN21. The HOMO-LUMO gap comes out at 9.7509 eV. As for the lowest unoccupied orbital energy: 0.036 Eh.

=====

Version z
Density functional theory data (ωB97M-V/def2-TZVPD) for a single C6H11N3 molecule.

Each line ends with the Mulliken charge.
Atoms and positions in Å:
N: 2.04049 -0.61209 1.01704  -0.62
C: 2.06831 -0.23122 -0.37964  -0.79
C: 0.83600 0.54265 -0.77365  -0.19
N: 0.27390 1.57737 0.13236  -0.54
C: -1.13360 1.10593 -0.08949  0.01
C: -1.71360 0.19341 1.04328  -0.72
N: -0.91974 -0.95181 0.49996  -0.49
C: -1.38683 -1.34610 -0.86670  -0.43
C: -0.53183 -0.15927 -0.68246  0.53
H: 2.86660 -1.19360 1.17328  0.24
H: 1.17442 -1.12489 1.19336  0.31
H: 2.20114 -1.07871 -1.10574  0.28
H: 2.92535 0.43467 -0.59274  0.38
H: 1.07353 0.92846 -1.78196  0.31
H: 0.48922 2.54443 -0.09291  0.25
H: -1.76244 1.82451 -0.68359  0.37
H: -2.80969 0.02576 1.00249  0.26
H: -1.43189 0.43907 2.07444  0.32
H: -2.45656 -1.26583 -1.11024  0.25
H: -0.86288 -2.26059 -1.12991  0.26

The spin multiplicity is 1. Its SMILES is NC[C@@H]1N[C@@H]2CN3C[C@@]123. The HOMO-LUMO gap comes out at 9.5734 eV. As for the lowest unoccupied orbital energy: 0.039 Eh.

=====

Stability check: which of them is most stable? version y.